(1)
The following is a quantum chemistry calculation of a single C3H8N2O2 molecule, from OMol25.

The geometry in XYZ format:
```
15
Properties=species:S:1:pos:R:3:mulliken_charge:R:1
N -0.7156 -1.8620 0.0376 -0.6649
C 0.3049 -0.8528 0.1339 0.4741
O 1.4843 -1.5365 0.3799 -0.5668
N 0.3530 -0.0382 -1.0704 -0.4061
C 0.1713 1.3613 -0.7027 -0.3834
C -0.4585 1.2623 0.6854 -0.3204
O 0.0999 0.0721 1.2056 -0.3883
H -0.4514 -2.6419 0.6315 0.2489
H -1.5902 -1.4867 0.3923 0.2648
H 2.2025 -0.9373 0.1392 0.3554
H -0.3332 -0.3793 -1.7312 0.3085
H -0.4511 1.8911 -1.4293 0.3036
H 1.1407 1.8728 -0.6507 0.2239
H -1.5569 1.1901 0.6220 0.2430
H -0.1997 2.0852 1.3569 0.3078
```

Computed properties:
Relative energy (zero: lowest compared OMol25 entry of this formula, charge and spin) = 1.0131 eV
HOMO = -0.345 Eh
Gap between HOMO and LUMO = 0.3784 Ha
SMILES = N[C@@]1(O)NCCO1

---

(2)
The following is a quantum chemistry calculation of 6 unconnected molecules or ions with the total composition C12H36ClO10P, from OMol25.

The geometry in XYZ format:
```
60
Properties=species:S:1:pos:R:3:mulliken_charge:R:1
C 7.5555 2.3950 -3.3161 -1.1798
C 6.8967 1.1254 -3.8609 -0.3270
C 6.4309 0.1638 -2.7744 -0.6902
O 5.0275 0.3462 -2.5693 -0.3123
C 4.6268 0.0478 -1.2791 -0.4958
O 3.2059 -0.0517 -1.3303 -0.2205
P 2.3313 0.6041 -0.1538 0.4693
O 2.6057 2.0105 0.1101 -0.7289
O 2.5447 -0.3258 1.1082 -0.6061
O 0.8782 0.2100 -0.6309 0.8426
C 0.3608 0.6596 -1.9059 -0.6383
C 0.1660 2.1589 -2.0024 -0.8429
C -0.4677 2.8041 -0.7892 -0.4928
Cl -1.9903 1.9886 -0.3013 -0.1922
H 7.1076 2.6913 -2.3651 0.3217
H 7.4378 3.2338 -4.0027 0.3355
H 8.6245 2.2518 -3.1519 0.3190
H 7.5819 0.5986 -4.5281 0.3324
H 6.0218 1.3860 -4.4584 0.2594
H 6.9643 0.3624 -1.8371 0.4597
H 6.6189 -0.8800 -3.0459 0.3375
H 5.0245 -0.9199 -0.9485 0.2835
H 4.9107 0.8375 -0.5730 0.4060
H 2.3900 -1.2640 0.9368 0.3739
H -0.5907 0.1408 -2.0126 0.4427
H 1.0341 0.3154 -2.6924 0.2926
H -0.4617 2.3279 -2.8822 0.4476
H 1.1209 2.6626 -2.1735 0.3293
H 0.1952 2.7882 0.0710 0.1911
H -0.7299 3.8361 -1.0110 0.4457
C -2.1958 -2.2595 -1.3367 -0.4580
O -1.5103 -2.1199 -0.1026 -0.5679
H -2.9205 -3.0629 -1.2257 0.3036
H -2.7351 -1.3446 -1.6030 0.2619
H -1.5111 -2.5209 -2.1486 0.0961
H -0.8708 -1.4059 -0.1972 0.2664
C -1.3275 0.5125 3.2185 -0.4769
O -2.6251 0.1594 2.7626 -0.4962
H -1.4356 0.9638 4.2022 0.2839
H -0.6823 -0.3661 3.3041 0.2689
H -0.8551 1.2369 2.5495 0.1068
H -2.5289 -0.2357 1.8888 0.2477
C 1.3250 -2.8231 -2.8016 -0.5910
O 1.9391 -2.6615 -1.5324 -0.4890
H 0.6204 -3.6475 -2.7126 0.2636
H 0.7760 -1.9255 -3.0988 0.1389
H 2.0515 -3.0699 -3.5801 0.3149
H 2.5648 -1.9320 -1.6088 0.3019
C -5.6059 -0.8977 4.8640 -0.3121
O -5.3755 -1.0943 3.4807 -0.4780
H -6.6250 -1.2216 5.0667 -0.0133
H -4.9254 -1.4912 5.4823 0.2672
H -5.5151 0.1548 5.1483 0.2488
H -4.4772 -0.8002 3.2872 0.3602
C -9.7156 -0.7099 4.9597 -0.4859
O -9.8485 0.0400 6.1586 -0.5023
H -9.0669 -1.5529 5.1870 0.1576
H -10.6765 -1.1002 4.6129 0.2787
H -9.2540 -0.1250 4.1601 0.2511
H -10.4149 0.7954 5.9848 0.2902
```

Computed properties:
HOMO = -0.353 Eh
Gap between HOMO and LUMO = 0.3711 Ha
SMILES = CCCOCO[P@](=O)(O)OCCCCl.CO.CO.CO.CO.CO

---

(3)
The following is a quantum chemistry calculation of a single C18H22N2O3 molecule, from OMol25.

The geometry in XYZ format:
```
45
Properties=species:S:1:pos:R:3:mulliken_charge:R:1
O -0.0447 1.9877 -0.0308 -0.6694
C -0.4466 0.8526 0.1070 0.5306
C -1.8845 0.5216 0.4912 -0.5475
C -2.6679 0.0960 -0.7567 -0.9178
N -3.9425 -0.4729 -0.4053 0.2852
C -4.0899 -1.8053 -0.0883 0.3727
O -3.2240 -2.6369 -0.1095 -0.6109
O -5.3846 -2.0303 0.2541 -0.4216
C -6.0492 -0.8365 0.1772 0.3551
C -7.3733 -0.5652 0.4396 -0.8757
C -7.7832 0.7530 0.2859 -0.4639
C -6.8993 1.7468 -0.1112 -0.7287
C -5.5657 1.4725 -0.3757 -0.5491
C -5.1535 0.1624 -0.2271 1.1750
N 0.3104 -0.2423 -0.1080 -0.0457
C 1.7125 -0.1701 -0.4461 -0.7795
C 2.6035 -0.6281 0.7175 -1.2043
C 4.0575 -0.4608 0.3704 0.7654
C 4.7830 -1.4589 -0.1143 -0.5841
C 6.2267 -1.3451 -0.4963 -0.6289
C 6.8578 -0.0739 0.0637 -0.7266
C 5.9298 1.1102 -0.1810 -0.8012
C 4.6310 0.9106 0.5938 -0.4564
H -2.3419 1.4043 0.9391 0.2999
H -1.8968 -0.2955 1.2148 0.3461
H -2.1139 -0.6780 -1.2964 0.3942
H -2.8296 0.9490 -1.4183 0.2789
H -8.0514 -1.3425 0.7494 0.4401
H -8.8128 1.0079 0.4819 0.3742
H -7.2564 2.7596 -0.2168 0.3828
H -4.8821 2.2482 -0.6808 0.4028
H -0.0762 -1.1561 0.0730 0.2880
H 1.9089 -0.7902 -1.3261 0.2994
H 1.9176 0.8736 -0.6925 0.3538
H 2.3869 -1.6755 0.9394 0.4393
H 2.3616 -0.0288 1.5979 0.2975
H 4.3327 -2.4312 -0.2682 0.3501
H 6.7691 -2.2251 -0.1406 0.3663
H 6.3005 -1.3451 -1.5897 0.2879
H 7.8295 0.0978 -0.4032 0.3135
H 7.0154 -0.1886 1.1382 0.3237
H 6.4089 2.0411 0.1278 0.3192
H 5.7099 1.1806 -1.2483 0.3047
H 3.8984 1.6670 0.3041 0.3584
H 4.8187 1.0402 1.6652 0.3068
```

Computed properties:
Relative energy (zero: lowest compared OMol25 entry of this formula, charge and spin) = 0.3504 eV
HOMO = -0.317 Eh
Gap between HOMO and LUMO = 0.3428 Ha
SMILES = O=C(CCn1c(=O)oc2ccccc21)NCCC1=CCCCC1

---

(4)
The following is a quantum chemistry calculation of a molecular structure, C20H45BeCl7MgN4O9 at a distorted geometry, from OMol25.

The geometry in XYZ format:
```
87
Properties=species:S:1:pos:R:3:mulliken_charge:R:1
C 2.1415 2.2305 -4.3737 -0.9013
C 1.1050 3.3298 -4.6744 -0.3024
C 0.1110 2.9263 -5.8264 -0.3965
N -0.6819 1.8453 -5.4886 -0.0783
C -1.6968 2.0130 -4.5539 0.1207
C -2.1871 3.3841 -4.0895 -1.1357
H 3.1522 2.6277 -4.4195 0.3972
H 2.0729 1.4669 -5.1471 0.3511
H 1.9387 1.8129 -3.3902 0.0214
H 1.6378 4.1862 -5.0894 0.3817
H 0.5875 3.6938 -3.7894 0.4001
H 0.7279 2.6515 -6.6842 0.5205
H -0.4429 3.8257 -6.1443 -0.1441
H -2.5365 1.4055 -4.9370 0.4771
H -1.3726 1.4029 -3.6796 0.0905
H -3.2745 3.4069 -4.1678 0.3652
H -1.8138 4.2562 -4.6178 0.2002
H -1.9879 3.4999 -3.0239 0.3489
C -0.5842 -3.0374 -0.2782 -0.5320
C -1.2126 -1.9091 -1.0765 -0.2993
O -0.4920 -0.6892 -0.9999 -0.4611
C 0.8476 -0.7273 -1.4673 0.1896
C 0.9841 -1.1073 -2.9308 -1.2506
H -0.4819 -2.7499 0.7703 0.3106
H -1.2028 -3.9316 -0.3387 -0.0807
H 0.4086 -3.2971 -0.6467 0.2547
H -2.2035 -1.6854 -0.6802 0.3356
H -1.3546 -2.2113 -2.1205 0.2682
H 1.4536 -1.3855 -0.8382 0.3462
H 1.2341 0.2825 -1.3158 -0.0286
H 0.6144 -2.1133 -3.1307 0.3533
H 2.0306 -1.0716 -3.2339 0.4259
H 0.4154 -0.4165 -3.5591 0.1851
C -2.4815 -6.6684 -1.7627 -0.1066
Cl -2.9858 -6.3385 -0.0877 -0.1336
Cl -2.4075 -5.1709 -2.6853 -0.0777
Cl -0.9390 -7.5014 -1.7840 -0.1009
H -3.2260 -7.3108 -2.2140 0.3753
C -2.7126 6.0568 -8.0728 -0.9905
N -1.8739 6.3024 -6.8594 0.8611
O -2.4490 6.5197 -5.7928 -0.4087
O -0.6778 6.2724 -7.0198 -0.5229
H -3.7597 6.0968 -7.7911 0.3586
H -2.4650 6.8210 -8.8086 0.4190
H -2.4512 5.0652 -8.4424 0.3241
Mg -3.5925 8.4666 -7.0922 0.2347
O -5.5287 10.0940 -4.0649 -0.6145
H -5.4961 10.7701 -3.3798 0.3172
H -5.0377 9.3587 -3.6851 0.3024
C -2.8457 -6.7694 4.3324 1.0239
O -3.5527 -7.7867 3.9963 -0.5593
N -2.6605 -5.7571 3.4858 -0.2317
N -2.2850 -6.7225 5.5294 -0.2033
H -2.1112 -4.9464 3.7127 0.1977
H -3.0908 -5.8196 2.5782 0.0487
H -2.4338 -7.5025 6.1516 0.1786
H -1.7133 -5.9559 5.8398 0.1645
C 3.8193 2.2336 2.0657 -1.2605
C 2.8258 1.2859 1.3262 0.7707
C 1.7223 0.8647 2.4429 -0.9388
O 3.4007 0.1887 0.9538 -0.4664
H 4.2828 1.7395 2.9172 0.2625
H 4.5911 2.5490 1.3657 0.3836
H 3.2758 3.1105 2.4210 0.3756
H 2.2968 1.8700 0.5492 0.2205
H 2.1908 0.3620 3.2776 0.2143
H 0.9828 0.2100 1.9891 0.2390
H 1.2391 1.7770 2.7916 0.3831
Be -5.1391 -7.7441 3.5298 0.2151
C 0.6700 -8.9173 6.8379 0.3799
Cl 0.1755 -9.7330 5.3527 -0.0776
Cl -0.6963 -8.8806 7.9685 -0.1167
Cl 2.0116 -9.7713 7.5723 -0.0729
Cl 1.1654 -7.2558 6.4571 -0.1047
C 4.9173 0.9897 6.9481 -1.4424
C 3.5251 1.5298 6.7610 0.5178
C 2.5584 1.2289 7.8888 -0.5388
O 1.2970 1.1910 7.2029 -0.3412
C 1.5323 0.8491 5.9239 0.6784
O 0.6868 0.5497 5.1356 -0.5394
O 2.8551 0.8876 5.6493 -0.3096
H 5.5478 1.2457 6.0976 0.3507
H 5.3676 1.4040 7.8498 0.3935
H 4.8995 -0.0980 7.0234 0.3571
H 3.5571 2.6023 6.5534 0.2482
H 2.5449 1.9906 8.6628 0.3225
H 2.7362 0.2524 8.3440 0.3076
```

Computed properties:
HOMO = -0.360 Eh
Gap between HOMO and LUMO = 0.0439 Ha
Total charge = +2

---

> What is the HOMO in the fourth record?

-0.360 Eh

---

> Which of these has the lowest HOMO?

C20H45BeCl7MgN4O9